This record from the OMol25 dataset describes a molecular structure, C12H33AgN6O12. The level of theory is ωB97M-V with the def2-TZVPD basis set.

Geometry (Å):
Ag  -12.167  -16.619  -4.135
N  -9.393  -18.371  -5.895
O  -10.341  -17.777  -5.299
O  -8.239  -18.239  -5.466
O  -9.605  -19.068  -6.906
N  -10.523  -18.015  -1.523
O  -10.605  -18.147  -0.299
O  -9.458  -18.220  -2.116
O  -11.533  -17.713  -2.231
N  -9.127  -15.040  -4.206
O  -8.810  -14.378  -5.218
O  -8.263  -15.438  -3.420
O  -10.357  -15.218  -3.941
C  -12.134  -16.656  -7.938
C  -12.142  -15.379  -7.117
C  -12.565  -14.200  -7.983
O  -12.611  -13.009  -7.223
C  -11.364  -12.340  -7.154
N  -13.090  -15.498  -5.945
H  -12.166  -17.525  -7.271
H  -11.138  -16.861  -8.336
H  -12.974  -16.742  -8.628
H  -11.174  -15.256  -6.625
H  -13.578  -14.386  -8.348
H  -11.863  -14.117  -8.818
H  -11.391  -11.509  -6.447
H  -11.074  -11.972  -8.138
H  -10.592  -12.964  -6.688
H  -13.388  -14.536  -5.763
H  -13.958  -15.844  -6.370
C  -13.845  -15.874  -0.799
C  -14.614  -15.474  -2.049
C  -14.189  -14.074  -2.499
O  -12.804  -14.138  -2.798
C  -12.343  -12.978  -3.461
N  -14.382  -16.509  -3.105
H  -14.252  -15.314  0.049
H  -12.773  -15.711  -0.868
H  -14.000  -16.914  -0.503
H  -15.691  -15.490  -1.851
H  -14.381  -13.350  -1.702
H  -14.696  -13.808  -3.437
H  -11.330  -12.735  -3.135
H  -12.914  -12.092  -3.158
H  -12.327  -13.089  -4.542
H  -15.037  -16.379  -3.876
H  -14.757  -17.353  -2.677
C  -14.869  -20.248  -4.677
C  -13.658  -19.468  -4.170
C  -12.438  -20.381  -4.000
O  -12.676  -21.264  -2.942
C  -12.518  -20.784  -1.644
N  -13.366  -18.382  -5.155
H  -15.237  -21.002  -3.973
H  -14.635  -20.764  -5.619
H  -15.819  -19.785  -4.980
H  -13.882  -19.060  -3.185
H  -11.550  -19.748  -3.891
H  -12.332  -20.959  -4.920
H  -12.832  -21.444  -0.839
H  -13.028  -19.832  -1.424
H  -11.477  -20.482  -1.467
H  -13.081  -18.992  -5.924
H  -14.227  -17.940  -5.450

Output
2S+1: 2
Total charge: -1
⟨S²⟩: 0.7535
E_HOMO (spin up / spin down) in eV: -4.9 / -4.9
Gap between HOMO and LUMO (spin up / spin down) in eV: 6.5 / 4.6
Lowest unoccupied orbital energy (spin up / spin down) in eV: 1.65 / -0.25

This record from the OMol25 dataset describes a gas-phase ion, C6H12N3 (charge +1). The level of theory is ωB97M-V with the def2-TZVPD basis set.

Geometry (Å):
C  0.116  1.049  -1.250
C  0.606  0.958  1.352
C  -0.062  -1.374  -0.570
C  0.724  -0.143  -0.615
C  -0.392  0.672  0.170
C  -2.505  -1.021  -0.104
N  1.710  0.222  0.619
N  2.886  0.851  0.369
N  -1.100  -0.707  0.353
H  0.623  1.953  -1.223
H  -0.633  1.102  -2.002
H  0.816  1.959  1.729
H  0.185  0.567  2.313
H  -0.459  -1.696  -1.509
H  0.485  -2.141  -0.088
H  -2.482  -1.046  -1.188
H  -2.883  -2.077  0.250
H  -3.239  -0.275  0.122
H  3.579  0.292  -0.030
H  2.964  1.784  -0.104
H  -0.938  -0.929  1.407

Output
2S+1: 1
Total charge: +1
E_HOMO in eV: -12.3
Gap between HOMO and LUMO in eV: 9.0
Lowest unoccupied orbital energy in eV: -3.26
SMILES: C[N@H+]1C[C@]23C[C@]12CN3N

ΔE to the lowest compared entry with this formula, charge and spin for the records above, in order: 1.9607, 7.0994 eV
E for the records above, in order: -50476.401, -10874.218 eV